Below is an isolated ion of composition C8H8N3O3 and charge -1 at a distorted geometry, with properties calculated with the ωB97M-V functional and the def2-TZVPD basis.

- Lowest unoccupied orbital energy: 3.46 eV
- SMILES: O=C1C[C@@H]2C[C@H]3CN=N[C@@]3(C(=O)[O-])N12
- Molar mass: 194.17 g/mol
- Net charge: -1

Last columns: bonded neighbours and bond lengths (Å).
CARTESIAN COORDINATES (ANGSTROEM)
1 O 2.759 2.854 -0.050  C2 1.206
2 C 1.807 2.148 -0.270  O1 1.206, C3 1.561, N14 1.343
3 C 0.305 2.552 -0.145  C2 1.561, C4 1.584, H15 1.171, H16 1.156
4 C 0.046 1.080 -0.669  C3 1.584, C5 1.566, N14 1.463, H17 1.041
5 C -0.600 -0.062 0.187  C4 1.566, C6 1.557, H18 1.193, H19 1.110
6 C 0.584 -1.036 0.461  C5 1.557, C7 1.531, C10 1.681, H20 1.194
7 C 0.432 -2.374 -0.265  C6 1.531, N8 1.514, H21 1.130, H22 1.104
8 N 1.558 -2.484 -1.271  C7 1.514, N9 1.234
9 N 2.062 -1.373 -1.455  N8 1.234, C10 1.382
10 C 1.887 -0.461 -0.431  C6 1.681, N9 1.382, C11 1.785, N14 1.453
11 C 3.364 -0.657 0.552  C10 1.785, O12 1.177, O13 1.229
12 O 4.351 -0.634 -0.089  C11 1.177
13 O 3.036 -0.897 1.712  C11 1.229
14 N 1.499 0.912 -0.698  C2 1.343, C4 1.463, C10 1.453
15 H 0.086 2.827 0.972  C3 1.171
16 H -0.173 3.424 -0.735  C3 1.156
17 H -0.385 1.165 -1.613  C4 1.041
18 H -1.410 -0.648 -0.464  C5 1.193
19 H -1.112 0.452 1.027  C5 1.110
20 H 0.741 -0.906 1.638  C6 1.194
21 H 0.569 -3.240 0.449  C7 1.130
22 H -0.507 -2.457 -0.840  C7 1.104